No. 1
Computed, not measured: a cluster of 3 separate species, C14H37BrN2O2PS in total, with ωB97M-V with the def2-TZVPD basis set.

Each atom is followed by the atoms it is bonded to, with distances in Å.
Positions of all 58 atoms, in Å:
1 H -1.00526 -1.43374 -1.49769  C21 1.091
2 C -1.60895 -6.03280 -4.06889  H4 1.098, H15 1.093, O48 1.410, C55 1.533
3 Br 1.86178 4.08720 0.54080  C26 1.963
4 H -0.76424 -6.64250 -4.41578  C2 1.098
5 C -0.07109 1.91513 -1.68822  P8 1.802, H23 1.091, H37 1.092, S56 1.815
6 C -2.59467 -6.61082 -6.17525  H41 1.093, O48 1.416, H50 1.088, H53 1.095
7 H 0.69881 4.80889 8.12144  C10 1.094
8 P -0.54475 2.01138 0.04820  C5 1.802, H27 1.391, C31 1.787, H57 1.391
9 H 0.69760 -0.95162 -1.68482  C21 1.095
10 C 0.01784 5.10742 7.31883  H7 1.094, O13 1.418, H32 1.093, H40 1.088
11 C 1.38671 3.10875 5.17931  N18 1.472, C28 1.532, C30 1.523, H58 1.097
12 H 0.02706 -2.22010 -2.69686  C21 1.091
13 O 0.71996 5.29443 6.10124  C10 1.418, C28 1.410
14 H -0.17296 -3.09650 -5.28826  C20 1.091
15 H -1.82124 -6.31500 -3.03436  C2 1.093
16 H 2.33389 4.20464 6.80002  C28 1.097
17 H -2.71531 -3.91720 -2.82634  N43 1.016
18 N 0.55630 3.36464 3.99089  C11 1.472, H22 1.017, H54 1.018
19 H 0.24956 1.75065 2.23627  C31 1.103
20 C -0.63638 -4.07644 -5.41198  H14 1.091, H45 1.090, H47 1.091, C55 1.524
21 C -0.20422 -1.26634 -2.21983  H1 1.091, H9 1.095, H12 1.091, C46 1.518
22 H -0.22164 3.95110 4.28427  N18 1.017
23 H 0.23611 2.90523 -2.02737  C5 1.091
24 H 3.80687 0.98370 0.94770  C52 1.091
25 H -3.14847 -3.92558 -4.37534  N43 1.017
26 C 2.05947 2.23132 1.14949  Br3 1.963, C31 1.535, H44 1.087, C52 1.531
27 H -1.04134 3.27601 0.34461  P8 1.391
28 C 1.79650 4.41463 5.86710  C11 1.532, O13 1.410, H16 1.097, H35 1.093
29 H -1.44011 -0.74141 -3.88963  C46 1.094
30 C 0.67425 2.11423 6.08559  C11 1.523, H34 1.090, H36 1.091, H38 1.090
31 C 0.69224 1.54075 1.24859  P8 1.787, H19 1.103, C26 1.535, H39 1.096
32 H -0.77302 4.35844 7.23265  C10 1.093
33 H 3.64601 2.14274 -0.36065  C52 1.088
34 H 0.63058 1.13288 5.61291  C30 1.090
35 H 2.47853 4.95309 5.20346  C28 1.093
36 H -0.35106 2.42789 6.28475  C30 1.091
37 H 0.80046 1.25877 -1.72952  C5 1.092
38 H 1.19034 2.01162 7.04011  C30 1.090
39 H 0.81953 0.45711 1.14271  C31 1.096
40 H -0.43360 6.06274 7.57804  C10 1.088
41 H -2.61746 -5.69884 -6.77686  C6 1.093
42 H 0.16802 -0.02774 -3.97786  C46 1.091
43 N -2.38000 -3.68194 -3.75579  H17 1.016, H25 1.017, C55 1.467
44 H 2.41817 2.33872 2.17026  C26 1.087
45 H -1.40062 -3.97741 -6.18325  C20 1.090
46 C -0.64202 -0.28824 -3.29479  C21 1.518, H29 1.094, H42 1.091, S56 1.810
47 H 0.12346 -4.77169 -5.77093  C20 1.091
48 O -2.77503 -6.35211 -4.79527  C2 1.410, C6 1.416
49 H 2.61333 0.71315 -0.31779  C52 1.092
50 H -3.41267 -7.25552 -6.49081  C6 1.088
51 H -0.48818 -4.41106 -3.30996  C55 1.097
52 C 3.08656 1.48135 0.29723  H24 1.091, C26 1.531, H33 1.088, H49 1.092
53 H -1.64702 -7.12782 -6.35710  C6 1.095
54 H 1.07656 3.93313 3.32644  N18 1.018
55 C -1.24266 -4.54484 -4.09476  C2 1.533, C20 1.524, N43 1.467, H51 1.097
56 S -1.41372 1.23873 -2.70459  C5 1.815, C46 1.810
57 H -1.61665 1.14398 0.23361  P8 1.391
58 H 2.31787 2.64283 4.83405  C11 1.097

Results
charge	+1
gap between HOMO and LUMO	8.66	eV
HOMO level	-0.4132	Ha



No. 2
Computed, not measured: a cluster of 6 separate species, C14H37F2N5O9S2 in total, with ωB97M-V with the def2-TZVPD basis set.

Each atom is followed by the atoms it is bonded to, with distances in Å.
Positions of all 69 atoms, in Å:
1 C -10.27698 -16.07907 -18.64349  C12 1.534, H54 1.091, H59 1.091, H65 1.091
2 H -13.28844 -13.53036 -17.23414  C34 1.089
3 H -12.75088 -15.31218 -20.64475  N23 1.019
4 H -12.70452 -12.86135 -23.65281  C67 1.089
5 H -11.53387 -22.88296 -15.12001  N25 1.013
6 H -11.93508 -19.34163 -14.86815  C53 1.091
7 H -10.36614 -19.59954 -21.21332  C57 1.090
8 C -12.81328 -21.19625 -15.00915  N25 1.519, O46 1.232, C53 1.469
9 H -11.82397 -15.82473 -17.13165  C12 1.091
10 H -11.75075 -17.35144 -17.68725  C12 1.093
11 C -16.57268 -15.06423 -18.79171  H29 1.089, H51 1.089, N62 1.547, H68 1.090
12 C -11.68288 -16.33572 -18.08553  C1 1.534, H9 1.091, H10 1.093, O58 1.401
13 N -13.11298 -18.48935 -20.52979  H20 1.017, H35 1.011, C41 1.552, C50 1.501
14 H -13.45811 -14.30246 -24.48792  C67 1.090
15 H -14.54157 -19.61332 -21.67267  C41 1.090
16 H -11.05612 -13.58794 -22.49284  C39 1.089
17 O -11.96711 -12.89356 -13.77154  S56 1.465
18 S -10.05167 -15.12611 -14.42672  O40 1.483, N42 1.527, F43 1.637, S56 2.316, O63 1.489
19 H -12.38524 -22.05069 -12.43544  C27 1.089
20 H -12.97417 -17.79721 -19.79790  N13 1.017
21 H -13.17191 -23.43158 -13.33097  C27 1.089
22 H -13.53222 -14.53063 -15.75534  C34 1.091
23 N -12.53376 -14.95892 -21.57504  H3 1.019, H37 1.012, C39 1.533, C69 1.515
24 H -15.52881 -16.21505 -17.47233  N62 1.013
25 N -11.75837 -22.14448 -14.46446  H5 1.013, C8 1.519, C27 1.539, H44 1.012
26 H -15.22858 -18.04675 -21.14140  C41 1.089
27 C -12.27533 -22.83087 -13.18737  H19 1.089, H21 1.089, N25 1.539, H32 1.090
28 O -16.33520 -13.76143 -16.15894  C48 1.226
29 H -16.36224 -14.18166 -19.39363  C11 1.089
30 H -13.98553 -12.84656 -15.67910  C34 1.089
31 H -11.58334 -13.12365 -20.89723  C39 1.089
32 H -11.42878 -23.47572 -12.95236  C27 1.090
33 F -11.28662 -13.34982 -11.53402  S56 1.606
34 C -13.90736 -13.69839 -16.35343  H2 1.089, H22 1.091, H30 1.089, C48 1.511
35 H -12.80346 -18.03070 -21.37632  N13 1.011
36 H -11.39416 -20.41223 -16.19468  C53 1.092
37 H -12.26965 -15.78275 -22.10027  N23 1.012
38 O -14.87509 -14.79597 -21.98909  C69 1.246
39 C -11.35111 -13.98479 -21.52249  H16 1.089, N23 1.533, H31 1.089, H45 1.089
40 O -10.67174 -16.46687 -14.29080  S18 1.483
41 C -14.57719 -18.87663 -20.87067  N13 1.552, H15 1.090, H26 1.089, H60 1.089
42 N -9.80771 -14.44166 -13.08337  S18 1.527, S56 1.731
43 F -8.46919 -15.48371 -14.64493  S18 1.637
44 H -10.87884 -21.69358 -14.24525  N25 1.012
45 H -10.56027 -14.62488 -21.13382  C39 1.089
46 O -14.02524 -21.38881 -14.90411  C8 1.232
47 H -12.83321 -19.60803 -16.50529  C53 1.089
48 C -15.30665 -14.14955 -16.70062  O28 1.226, C34 1.511, N62 1.564
49 H -11.72268 -20.41923 -22.06846  C57 1.091
50 C -12.37203 -19.74633 -20.17580  N13 1.501, C57 1.526, O64 1.201
51 H -17.47070 -15.12785 -18.17933  C11 1.089
52 O -12.40831 -15.14214 -12.60777  S56 1.495
53 C -12.26087 -20.00639 -15.66915  H6 1.091, C8 1.469, H36 1.092, H47 1.089
54 H -9.89877 -16.83508 -19.33349  C1 1.091
55 H -14.38314 -12.99885 -23.82357  C67 1.090
56 S -11.48450 -14.02614 -12.97766  O17 1.465, S18 2.316, F33 1.606, N42 1.731, O52 1.495
57 C -11.25592 -20.21867 -21.10299  H7 1.090, H49 1.091, C50 1.526, H66 1.089
58 O -12.77518 -16.06524 -18.92090  C12 1.401
59 H -10.05646 -15.13106 -19.13569  C1 1.091
60 H -14.95675 -19.38090 -19.98276  C41 1.089
61 H -14.54782 -15.43011 -18.31232  N62 1.017
62 N -15.40661 -15.26299 -17.79466  C11 1.547, H24 1.013, C48 1.564, H61 1.017
63 O -10.37774 -14.25447 -15.58958  S18 1.489
64 O -12.75897 -20.43495 -19.27053  C50 1.201
65 H -9.59324 -15.99249 -17.79816  C1 1.091
66 H -10.97609 -21.20445 -20.73296  C57 1.089
67 C -13.49685 -13.60883 -23.64798  H4 1.089, H14 1.090, H55 1.090, C69 1.575
68 H -16.50072 -15.92636 -19.45454  C11 1.090
69 C -13.73652 -14.40399 -22.30956  N23 1.515, O38 1.246, C67 1.575

Results
charge	+2
gap between HOMO and LUMO	5.95	eV
HOMO level	-0.4552	Ha